No. 1
{
  "formula": "C24H17N11O3STa",
  "method": "ωB97M-V with the def2-TZVPD basis set",
  "charge": 1,
  "relative_energy_kcal_mol": 17.0,
  "energy_ha": -2207.9200,
  "homo_energy_ha": -0.4204,
  "lumo_ev": -4.4,
  "fmax_ev_per_a": 0.99,
  "species": ["Ta", "C", "O", "C", "C", "C", "C", "C", "C", "N", "N", "C", "O", "C", "C", "C", "C", "C", "C", "C", "O", "H", "H", "H", "H", "H", "H", "H", "H", "H", "H", "H", "H", "N", "C", "N", "C", "N", "C", "C", "N", "C", "C", "N", "H", "H", "H", "H", "H", "N", "C", "N", "C", "N", "S", "C", "N"],
  "coordinates": [[-0.40, 0.37, 0.71], [-3.89, -2.70, 3.94], [-2.81, -2.22, 3.14], [-2.48, -2.92, 2.05], [-3.06, -4.12, 1.64], [-2.64, -4.77, 0.48], [-1.64, -4.24, -0.30], [-1.06, -3.02, 0.06], [0.06, -2.49, -0.66], [0.47, -1.27, -0.53], [1.73, -1.01, -1.05], [2.27, -0.09, -0.33], [1.58, 0.43, 0.68], [3.59, 0.49, -0.61], [4.38, -0.05, -1.63], [5.61, 0.51, -1.91], [6.06, 1.61, -1.18], [5.28, 2.14, -0.17], [4.04, 1.59, 0.12], [-1.47, -2.37, 1.24], [-0.93, -1.20, 1.61], [-4.00, -1.97, 4.74], [-3.66, -3.68, 4.36], [-4.81, -2.74, 3.35], [-3.87, -4.54, 2.21], [-3.13, -5.69, 0.20], [-1.30, -4.75, -1.19], [0.65, -3.15, -1.29], [4.02, -0.90, -2.19], [6.23, 0.09, -2.69], [7.03, 2.04, -1.40], [5.63, 2.99, 0.40], [3.43, 1.99, 0.92], [0.80, 4.61, 1.36], [0.45, 3.45, 1.89], [0.23, 2.59, 0.91], [0.46, 3.33, -0.22], [0.79, 4.57, 0.01], [0.32, 2.67, -1.51], [0.50, 3.30, -2.73], [0.35, 2.66, -3.87], [0.00, 1.38, -3.79], [-0.19, 0.74, -2.58], [-0.03, 1.38, -1.42], [1.03, 5.48, 1.83], [0.35, 3.26, 2.94], [0.78, 4.35, -2.76], [-0.13, 0.84, -4.72], [-0.50, -0.30, -2.55], [-5.52, -2.67, -0.28], [-4.80, -1.89, -0.72], [-3.97, -1.02, -1.27], [-3.03, -0.45, -0.72], [-2.09, 0.19, -0.35], [-1.65, 1.25, 2.75], [-2.32, 2.54, 1.88], [-2.75, 3.39, 1.23]],
  "mulliken_charge": [2.096, -1.009, -0.366, 0.648, -0.439, -0.921, -1.094, 0.818, -0.300, 0.483, -1.003, 0.734, -0.824, 0.469, -0.445, -0.668, -0.404, -0.783, -0.197, 0.664, -0.835, 0.241, 0.396, 0.428, 0.452, 0.394, 0.466, 0.533, 0.472, 0.416, 0.406, 0.410, 0.402, 0.125, -0.437, 0.204, 0.267, -0.728, 0.113, -0.557, -0.535, -0.412, -0.345, 0.248, 0.195, 0.582, 0.500, 0.396, 0.329, -0.470, 0.508, -0.593, 0.800, -0.600, -0.359, 0.635, -0.504]
}

No. 2
{
  "formula": "C24H18AsCl3GeN6O4S5Ta",
  "method": "ωB97M-V with the def2-TZVPD basis set",
  "charge": -2,
  "energy_ha": -9296.4401,
  "homo_energy_ha": [-0.0451, -0.0540],
  "lumo_ev": [4.0, 4.0],
  "fmax_ev_per_a": 3.14,
  "s_squared": 0.76,
  "multiplicity": 2,
  "species": ["Ta", "S", "As", "S", "S", "S", "N", "C", "C", "C", "C", "C", "C", "S", "O", "O", "N", "C", "N", "C", "C", "C", "N", "H", "H", "H", "H", "H", "H", "H", "H", "H", "Cl", "Ge", "Cl", "Cl", "O", "C", "N", "C", "O", "C", "C", "C", "C", "C", "C", "H", "H", "H", "H", "N", "C", "C", "C", "C", "C", "C", "H", "H", "H", "H", "H"],
  "coordinates": [[1.19, 0.10, -0.52], [0.36, 2.70, 3.17], [1.57, 2.54, 1.43], [2.95, 0.69, 1.12], [0.42, 2.46, -0.45], [2.78, 4.29, 1.53], [-6.35, 2.09, 2.22], [-5.16, 1.50, 1.78], [-3.94, 2.12, 2.03], [-2.76, 1.53, 1.61], [-2.81, 0.32, 0.94], [-4.01, -0.34, 0.74], [-5.19, 0.25, 1.16], [-1.33, -0.46, 0.39], [-0.21, 0.18, 1.09], [-1.51, -1.86, 0.65], [-0.94, -0.28, -1.17], [-1.64, 0.58, -2.01], [-2.50, 1.49, -1.53], [-3.06, 2.33, -2.38], [-2.79, 2.30, -3.74], [-1.96, 1.28, -4.15], [-1.42, 0.40, -3.32], [-6.30, 3.08, 2.37], [-7.18, 1.80, 1.73], [-3.90, 3.07, 2.54], [-1.80, 2.02, 1.82], [-4.01, -1.31, 0.26], [-6.14, -0.25, 1.01], [-3.73, 3.06, -1.94], [-3.21, 3.01, -4.44], [-1.70, 1.13, -5.20], [2.98, -1.70, -1.59], [0.84, -2.23, -2.43], [1.22, -4.24, -3.51], [1.45, 0.69, -2.87], [0.60, -3.29, -0.78], [0.83, -2.96, 0.40], [1.34, -1.77, 0.79], [1.39, -1.83, 2.21], [1.74, -0.96, 2.97], [0.93, -3.16, 2.66], [0.75, -3.70, 3.91], [0.22, -4.98, 4.00], [-0.11, -5.69, 2.85], [0.07, -5.15, 1.59], [0.58, -3.86, 1.52], [1.01, -3.12, 4.79], [0.06, -5.43, 4.97], [-0.52, -6.69, 2.95], [-0.19, -5.68, 0.69], [2.98, 0.98, -0.52], [4.07, 1.51, -1.23], [3.88, 2.63, -2.03], [4.91, 3.11, -2.82], [6.16, 2.48, -2.80], [6.36, 1.39, -1.96], [5.33, 0.92, -1.17], [2.91, 3.12, -2.02], [4.75, 3.98, -3.43], [6.96, 2.84, -3.43], [7.32, 0.90, -1.93], [5.47, 0.07, -0.51]],
  "mulliken_charge": [-0.132, -0.608, 0.404, -0.355, -0.403, -0.610, -0.589, 1.255, -0.939, -0.122, -0.215, -0.505, -0.907, 1.374, -0.193, -0.686, 0.030, 0.078, -0.073, -0.268, -0.701, -0.285, -0.427, 0.220, 0.211, 0.320, -0.118, 0.497, 0.260, 0.410, 0.386, 0.393, -0.297, 0.912, -0.554, -0.328, -0.404, -0.169, 0.244, 0.274, -0.602, 0.147, -0.516, -0.419, -0.533, -0.429, 0.561, 0.494, 0.388, 0.382, 0.521, 1.161, -0.219, 0.096, -0.759, -0.385, -0.666, -0.305, 0.377, 0.347, 0.345, 0.319, 0.318]
}

What did the first record say?
{
  "formula": "C24H17N11O3STa",
  "method": "ωB97M-V with the def2-TZVPD basis set",
  "charge": 1,
  "relative_energy_kcal_mol": 17.0,
  "energy_ha": -2207.9200,
  "homo_energy_ha": -0.4204,
  "lumo_ev": -4.4,
  "fmax_ev_per_a": 0.99,
  "species": ["Ta", "C", "O", "C", "C", "C", "C", "C", "C", "N", "N", "C", "O", "C", "C", "C", "C", "C", "C", "C", "O", "H", "H", "H", "H", "H", "H", "H", "H", "H", "H", "H", "H", "N", "C", "N", "C", "N", "C", "C", "N", "C", "C", "N", "H", "H", "H", "H", "H", "N", "C", "N", "C", "N", "S", "C", "N"],
  "coordinates": [[-0.40, 0.37, 0.71], [-3.89, -2.70, 3.94], [-2.81, -2.22, 3.14], [-2.48, -2.92, 2.05], [-3.06, -4.12, 1.64], [-2.64, -4.77, 0.48], [-1.64, -4.24, -0.30], [-1.06, -3.02, 0.06], [0.06, -2.49, -0.66], [0.47, -1.27, -0.53], [1.73, -1.01, -1.05], [2.27, -0.09, -0.33], [1.58, 0.43, 0.68], [3.59, 0.49, -0.61], [4.38, -0.05, -1.63], [5.61, 0.51, -1.91], [6.06, 1.61, -1.18], [5.28, 2.14, -0.17], [4.04, 1.59, 0.12], [-1.47, -2.37, 1.24], [-0.93, -1.20, 1.61], [-4.00, -1.97, 4.74], [-3.66, -3.68, 4.36], [-4.81, -2.74, 3.35], [-3.87, -4.54, 2.21], [-3.13, -5.69, 0.20], [-1.30, -4.75, -1.19], [0.65, -3.15, -1.29], [4.02, -0.90, -2.19], [6.23, 0.09, -2.69], [7.03, 2.04, -1.40], [5.63, 2.99, 0.40], [3.43, 1.99, 0.92], [0.80, 4.61, 1.36], [0.45, 3.45, 1.89], [0.23, 2.59, 0.91], [0.46, 3.33, -0.22], [0.79, 4.57, 0.01], [0.32, 2.67, -1.51], [0.50, 3.30, -2.73], [0.35, 2.66, -3.87], [0.00, 1.38, -3.79], [-0.19, 0.74, -2.58], [-0.03, 1.38, -1.42], [1.03, 5.48, 1.83], [0.35, 3.26, 2.94], [0.78, 4.35, -2.76], [-0.13, 0.84, -4.72], [-0.50, -0.30, -2.55], [-5.52, -2.67, -0.28], [-4.80, -1.89, -0.72], [-3.97, -1.02, -1.27], [-3.03, -0.45, -0.72], [-2.09, 0.19, -0.35], [-1.65, 1.25, 2.75], [-2.32, 2.54, 1.88], [-2.75, 3.39, 1.23]],
  "mulliken_charge": [2.096, -1.009, -0.366, 0.648, -0.439, -0.921, -1.094, 0.818, -0.300, 0.483, -1.003, 0.734, -0.824, 0.469, -0.445, -0.668, -0.404, -0.783, -0.197, 0.664, -0.835, 0.241, 0.396, 0.428, 0.452, 0.394, 0.466, 0.533, 0.472, 0.416, 0.406, 0.410, 0.402, 0.125, -0.437, 0.204, 0.267, -0.728, 0.113, -0.557, -0.535, -0.412, -0.345, 0.248, 0.195, 0.582, 0.500, 0.396, 0.329, -0.470, 0.508, -0.593, 0.800, -0.600, -0.359, 0.635, -0.504]
}